(1)
A molecular structure, C37H23ClF5MnN2O3Si. Source: OMol25; level of theory: ωB97M-V with the def2-TZVPD basis set.

Summary:
F_max: 0.4 eV Å⁻¹
charge: -1
<S²>: 8.757
energy above the lowest of the compared OMol25 structures with the same formula, charge and spin: 0.0 kcal per mole
gap between HOMO and LUMO (spin up / spin down): 6.35 / 6.76 eV
multiplicity: 6
LUMO energy (spin up / spin down): 0.0504 / 0.0487 Ha

CARTESIAN COORDINATES (ANGSTROEM)
Mn (0.52, 0.99, -0.53)
Cl (0.70, 2.45, 6.83)
C (1.36, 2.27, 5.23)
C (2.63, 2.76, 4.96)
C (3.15, 2.62, 3.68)
C (2.42, 2.00, 2.68)
C (1.15, 1.52, 2.97)
C (0.61, 1.65, 4.25)
C (3.05, 1.86, 1.29)
O (4.20, 2.23, 1.14)
O (2.29, 1.38, 0.38)
H (3.20, 3.25, 5.74)
H (4.14, 2.98, 3.44)
H (0.57, 1.02, 2.20)
H (-0.37, 1.27, 4.48)
N (-7.05, 0.31, 0.01)
C (-5.92, 0.50, 0.00)
C (-4.50, 0.74, 0.00)
C (-3.70, 0.20, 0.99)
C (-2.33, 0.43, 0.91)
N (-1.77, 1.14, -0.06)
C (-2.55, 1.66, -1.01)
C (-3.92, 1.48, -1.02)
H (-4.11, -0.40, 1.78)
H (-1.66, 0.00, 1.65)
H (-2.03, 2.21, -1.78)
H (-4.52, 1.91, -1.81)
F (0.77, 7.78, -1.26)
C (0.66, 6.46, -1.44)
C (0.47, 5.61, -0.36)
F (0.39, 6.12, 0.88)
C (0.36, 4.25, -0.56)
F (0.15, 3.45, 0.51)
C (0.43, 3.65, -1.83)
O (0.31, 2.37, -2.01)
C (0.61, 4.55, -2.90)
F (0.68, 4.06, -4.15)
C (0.73, 5.91, -2.71)
F (0.91, 6.72, -3.76)
C (2.70, -4.08, 2.55)
C (2.70, -2.70, 2.58)
C (2.01, -1.98, 1.61)
C (1.32, -2.63, 0.58)
C (1.35, -4.03, 0.57)
C (2.03, -4.75, 1.54)
Si (0.38, -1.63, -0.74)
C (0.98, -2.34, -2.40)
C (0.44, -3.48, -2.99)
C (0.94, -3.98, -4.19)
C (2.00, -3.35, -4.82)
C (2.56, -2.21, -4.24)
C (2.05, -1.71, -3.05)
C (-1.43, -2.26, -0.60)
C (-1.93, -2.90, 0.54)
C (-3.27, -3.24, 0.65)
C (-4.16, -2.94, -0.37)
C (-3.68, -2.31, -1.51)
C (-2.34, -1.97, -1.62)
H (3.24, -4.64, 3.31)
H (3.23, -2.17, 3.37)
H (2.04, -0.90, 1.63)
H (0.83, -4.56, -0.23)
H (2.04, -5.83, 1.50)
H (-0.39, -3.98, -2.52)
H (0.50, -4.86, -4.63)
H (2.39, -3.74, -5.75)
H (3.39, -1.71, -4.73)
H (2.49, -0.82, -2.62)
H (-1.25, -3.15, 1.35)
H (-3.63, -3.74, 1.55)
H (-5.21, -3.20, -0.29)
H (-4.37, -2.07, -2.32)
H (-1.99, -1.47, -2.52)

Now the Mulliken charges, all in e: Mn 1.028; Cl -0.251; C 0.338; C -0.596; C -0.508; C 0.170; C 0.712; C -1.006; C -0.135; O -0.739; O -0.468; H 0.421; H 0.498; H 0.113; H 0.458; N -0.536; C -0.149; C 0.668; C -0.566; C -0.478; N 0.437; C -0.524; C -0.834; H 0.487; H 0.430; H 0.584; H 0.497; F -0.329; C 0.689; C -0.221; F -0.313; C 0.183; F -0.200; C 0.472; O -0.681; C 0.062; F -0.339; C 0.181; F -0.309; C -0.456; C -0.528; C -0.333; C -0.265; C 0.184; C -0.749; Si 0.448; C 0.490; C 0.155; C -0.746; C -0.370; C -0.651; C -0.707; C 0.434; C -0.195; C -0.758; C -0.467; C -0.780; C -0.386; H 0.360; H 0.451; H 0.141; H 0.339; H 0.379; H 0.329; H 0.373; H 0.358; H 0.392; H 0.290; H 0.366; H 0.395; H 0.419; H 0.402; H 0.435



(2)
A molecular structure, C37H24BrF9N3O2SSbV. Source: OMol25; level of theory: ωB97M-V with the def2-TZVPD basis set.

Summary:
F_max: 0.6 eV Å⁻¹
charge: +1
<S²>: 2.014
energy above the lowest of the compared OMol25 structures with the same formula, charge and spin: 14.3 kcal per mole
gap between HOMO and LUMO (spin up / spin down): 6.64 / 6.74 eV
multiplicity: 3
LUMO energy (spin up / spin down): -0.1337 / -0.1319 Ha

CARTESIAN COORDINATES (ANGSTROEM)
V (-0.63, 0.33, 0.56)
Br (-1.84, 2.26, -9.07)
C (-3.04, 2.08, -7.62)
C (-2.78, 2.76, -6.44)
C (-3.64, 2.61, -5.36)
C (-4.75, 1.79, -5.48)
C (-5.04, 1.16, -6.69)
C (-4.17, 1.28, -7.75)
N (-5.74, 1.67, -4.45)
N (-5.44, 1.46, -3.27)
C (-4.11, 1.11, -2.84)
C (-3.33, 0.17, -3.46)
C (-2.07, -0.19, -2.95)
C (-1.57, 0.39, -1.80)
O (-0.34, 0.20, -1.31)
C (-2.46, 1.25, -1.08)
N (-2.03, 1.74, 0.13)
C (-2.69, 2.69, 0.75)
C (-3.89, 3.20, 0.24)
C (-4.41, 2.66, -0.91)
C (-3.70, 1.67, -1.61)
H (-1.91, 3.40, -6.36)
H (-3.44, 3.14, -4.44)
H (-5.95, 0.58, -6.78)
H (-4.37, 0.78, -8.69)
H (-3.66, -0.30, -4.37)
H (-1.44, -0.88, -3.50)
H (-2.29, 3.03, 1.70)
H (-4.40, 3.99, 0.77)
H (-5.37, 2.99, -1.30)
F (2.86, 1.64, 1.14)
C (1.79, 1.95, 1.86)
F (2.02, 3.08, 2.51)
F (0.78, 2.21, 0.95)
C (1.30, 0.78, 2.77)
O (0.40, 0.00, 2.08)
C (0.56, 1.36, 4.01)
F (1.34, 2.06, 4.82)
F (-0.43, 2.17, 3.57)
F (-0.01, 0.38, 4.71)
C (2.50, -0.11, 3.19)
F (2.99, -0.76, 2.14)
F (3.47, 0.64, 3.73)
F (2.12, -1.01, 4.09)
S (-1.77, -1.72, 0.65)
Sb (-2.19, -2.02, 2.90)
C (-0.52, -2.86, 3.82)
C (-0.28, -2.77, 5.19)
C (0.81, -3.43, 5.73)
C (1.66, -4.17, 4.92)
C (1.42, -4.26, 3.55)
C (0.33, -3.60, 3.00)
C (-3.05, -0.30, 3.75)
C (-2.91, 0.05, 5.09)
C (-3.61, 1.14, 5.59)
C (-4.44, 1.88, 4.75)
C (-4.58, 1.52, 3.42)
C (-3.89, 0.43, 2.92)
C (-3.76, -3.40, 2.94)
C (-3.68, -4.55, 2.15)
C (-4.73, -5.45, 2.14)
C (-5.87, -5.20, 2.89)
C (-5.95, -4.05, 3.67)
C (-4.90, -3.15, 3.69)
H (-0.93, -2.20, 5.84)
H (1.00, -3.37, 6.80)
H (2.51, -4.69, 5.35)
H (2.08, -4.83, 2.92)
H (0.16, -3.64, 1.93)
H (-2.27, -0.50, 5.76)
H (-3.51, 1.42, 6.63)
H (-4.99, 2.72, 5.15)
H (-5.24, 2.08, 2.77)
H (-4.01, 0.14, 1.88)
H (-2.80, -4.75, 1.55)
H (-4.67, -6.34, 1.53)
H (-6.70, -5.89, 2.87)
H (-6.84, -3.86, 4.26)
H (-4.98, -2.25, 4.30)

Now the Mulliken charges, all in e: V 0.432; Br -0.151; C 0.057; C -0.569; C 0.126; C 0.086; C -0.359; C -0.482; N -0.626; N -0.241; C 0.040; C -0.402; C -0.999; C 0.691; O -0.952; C 0.788; N 0.012; C -0.315; C -1.052; C -0.684; C 0.862; H 0.429; H 0.428; H 0.434; H 0.429; H 0.468; H 0.526; H 0.573; H 0.516; H 0.544; F -0.256; C 0.075; F -0.254; F -0.170; C 1.821; O -0.471; C 0.226; F -0.266; F -0.289; F -0.119; C 0.331; F -0.236; F -0.275; F -0.097; S -0.464; Sb 1.270; C 1.103; C -0.474; C -0.724; C -0.582; C -0.644; C -0.774; C 1.010; C -0.706; C -0.722; C -0.696; C -0.722; C -0.645; C 0.778; C -0.645; C -0.673; C -0.494; C -0.706; C -0.306; H 0.347; H 0.440; H 0.421; H 0.423; H 0.411; H 0.189; H 0.455; H 0.419; H 0.518; H 0.577; H 0.371; H 0.398; H 0.395; H 0.409; H 0.417